144
Properties=species:S:1:pos:R:3:forces:R:3 method="wB97M-V/def2-TZVPD" molar_mass_da=1337.536 spin_multiplicity=1 relative_energy_kcal_mol=0.0 total_charge=+2 homo_energy_ha=-0.423 orbital_gap_ha=0.2177
Ga 0.0220 0.3953 0.2295 -0.731 -0.157 0.408
C -2.7229 -5.7785 -1.8425 -0.048 -0.051 -0.057
C -1.9509 -4.6443 -1.2492 0.011 0.186 -0.060
C -0.8112 -4.8445 -0.4784 0.009 0.268 0.051
C -0.1025 -3.7882 0.0781 0.101 0.226 -0.254
C 1.2676 -4.0262 0.6527 -0.220 0.169 -0.109
O 2.1466 -4.4160 -0.0821 0.000 -0.078 0.017
C 1.5147 -3.7260 2.0806 0.361 -0.024 0.532
C 0.5168 -3.2804 2.9471 0.121 -0.198 -0.228
C 0.8246 -3.0052 4.2693 -0.063 -0.015 0.104
C 2.1143 -3.1958 4.7444 -0.062 0.035 0.002
C 3.1092 -3.6524 3.8920 0.054 0.043 0.046
C 2.8129 -3.9091 2.5673 -0.134 0.064 -0.179
C -0.4898 -2.4582 -0.1429 -0.284 -0.321 -0.042
O 0.2289 -1.4751 0.4003 0.282 0.147 0.085
C -1.6363 -2.2598 -0.9658 0.258 -0.117 0.306
C -2.3340 -3.3364 -1.4984 0.158 -0.103 0.046
C -1.9854 -0.8662 -1.1298 0.072 0.409 -0.269
N -1.0635 -0.0202 -1.5711 -0.420 0.217 0.859
C -0.2269 -0.4570 -2.7032 0.449 -0.035 -0.568
C 0.6315 -1.7050 -2.6751 0.425 -0.014 -0.131
Te 1.6599 -1.9055 -4.5704 -0.779 -0.327 0.055
C -0.1400 -2.8125 -5.3232 0.568 0.345 0.099
C -1.1329 -2.0318 -5.8965 0.039 0.210 -0.073
C -2.3086 -2.6131 -6.3424 -0.129 0.001 -0.047
C -2.4903 -3.9819 -6.2300 -0.078 -0.005 0.016
C -1.5018 -4.7634 -5.6525 -0.081 -0.084 -0.007
C -0.3319 -4.1802 -5.1938 0.163 -0.116 0.056
C -3.2829 -0.3682 -0.7060 -0.575 0.200 0.087
C -3.5465 1.0060 -0.6906 0.043 -0.022 -0.075
C -4.8168 1.4814 -0.4490 0.068 0.075 -0.095
C -5.8523 0.6042 -0.1630 0.098 -0.116 -0.041
C -5.5981 -0.7584 -0.1263 -0.169 -0.016 0.014
C -4.3345 -1.2455 -0.3990 0.181 0.093 -0.058
H -2.3158 -6.7330 -1.5260 0.009 -0.136 -0.024
H -2.6981 -5.7269 -2.9305 -0.005 -0.064 -0.063
H -3.7661 -5.7316 -1.5334 -0.067 -0.065 -0.004
H -0.4439 -5.8488 -0.3294 0.075 -0.141 0.024
H -0.4940 -3.1463 2.5885 -0.038 0.011 -0.044
H 0.0515 -2.6502 4.9342 -0.078 -0.011 0.060
H 2.3391 -3.0020 5.7830 0.021 0.008 0.102
H 4.1090 -3.8200 4.2653 0.070 -0.010 0.025
H 3.5734 -4.2652 1.8873 0.033 -0.036 -0.053
H -3.1420 -3.1355 -2.1870 -0.180 -0.023 -0.024
H 0.4384 0.3913 -2.9213 -0.343 -0.151 -0.065
H -0.9332 -0.5522 -3.5382 0.175 0.124 -0.008
H 0.0549 -2.6161 -2.5741 0.126 -0.052 -0.135
H 1.3747 -1.6587 -1.8837 0.041 -0.122 0.005
H -0.9792 -0.9674 -6.0205 -0.002 0.029 -0.010
H -3.0758 -1.9972 -6.7915 -0.022 0.010 -0.043
H -3.3951 -4.4389 -6.6040 -0.052 -0.034 -0.004
H -1.6349 -5.8338 -5.5752 0.005 -0.052 0.006
H 0.4396 -4.7960 -4.7520 0.048 -0.036 0.021
H -2.7421 1.7043 -0.8571 -0.082 0.033 -0.123
H -4.9940 2.5437 -0.4918 -0.044 0.016 -0.004
H -6.8468 0.9784 0.0364 -0.070 0.003 -0.035
H -6.3970 -1.4453 0.1038 -0.080 -0.106 0.016
H -4.1623 -2.3100 -0.3730 -0.020 -0.037 0.054
N -0.9630 2.8457 -1.9703 -0.029 -0.142 0.062
C -0.3546 3.3354 -0.9027 0.046 0.242 -0.051
N -0.2175 4.6476 -0.8016 -0.209 0.479 -0.012
C 0.4474 5.1133 0.2493 -0.296 -0.814 -0.288
N 0.5630 6.4255 0.3991 0.054 0.263 0.035
N 1.0160 4.3154 1.1845 0.275 0.008 0.429
C 0.8310 3.0286 1.0263 -0.301 0.935 -0.426
N 0.1192 2.4698 0.0385 0.094 -0.624 0.210
C 1.4604 2.1292 1.9972 0.517 -0.072 0.744
C 2.2607 2.6012 3.0311 -0.241 0.018 -0.368
C 2.8028 1.6900 3.9228 -0.135 -0.333 -0.105
C 2.5096 0.3435 3.7623 -0.040 0.368 0.090
C 1.7202 -0.0449 2.6933 -0.112 -0.463 0.170
N 1.2256 0.8275 1.8302 -0.039 0.243 -0.298
H -1.2740 3.4892 -2.6791 0.036 -0.023 0.015
H -1.0789 1.8365 -2.0486 -0.119 0.046 -0.113
H 0.1807 7.0300 -0.3088 0.026 0.025 0.042
H 1.1019 6.8033 1.1599 -0.018 -0.015 -0.046
H 2.4542 3.6592 3.1058 -0.016 0.071 -0.008
H 3.4396 2.0266 4.7253 0.083 0.023 0.089
H 2.9004 -0.4004 4.4366 0.019 -0.128 0.030
H 1.4688 -1.0796 2.5072 0.070 -0.054 0.027
C 5.7797 -1.3681 -3.9304 0.024 -0.033 0.034
C 5.0922 -2.0411 -2.9329 0.035 -0.001 0.023
C 4.0874 -1.3977 -2.2264 -0.190 -0.075 0.177
C 3.7645 -0.0716 -2.4996 -0.098 0.007 -0.052
C 4.4755 0.5993 -3.4883 -0.122 0.231 -0.035
C 5.4670 -0.0476 -4.2073 0.003 -0.022 -0.014
As 2.5322 0.8937 -1.2917 0.777 0.015 -0.327
C 2.4468 2.6113 -2.2376 -0.042 -0.053 0.062
C 2.7104 3.8517 -1.6687 0.136 -0.142 0.282
C 2.5910 5.0133 -2.4209 0.082 0.080 0.022
C 2.1845 4.9577 -3.7428 0.017 0.055 0.063
C 1.9090 3.7278 -4.3191 -0.042 0.018 0.033
C 2.0389 2.5725 -3.5716 -0.054 -0.400 0.005
C 3.9191 0.9825 0.0858 -0.098 0.049 0.130
C 4.8982 1.9522 0.2582 -0.151 0.191 -0.154
C 5.8877 1.7756 1.2149 0.025 0.106 -0.014
C 5.9274 0.6253 1.9847 0.019 -0.035 0.012
C 4.9765 -0.3632 1.7912 0.129 -0.011 -0.070
C 3.9806 -0.1791 0.8519 -0.180 -0.042 -0.165
H 6.5643 -1.8654 -4.4809 0.033 -0.052 -0.042
H 5.3385 -3.0679 -2.6990 -0.048 -0.022 -0.009
H 3.5639 -1.9455 -1.4500 0.004 -0.048 -0.005
H 4.2665 1.6368 -3.7092 0.072 -0.037 0.002
H 6.0008 0.4911 -4.9777 0.026 0.010 -0.021
H 3.0054 3.9199 -0.6253 0.070 0.034 -0.111
H 2.8319 5.9689 -1.9748 -0.022 0.024 0.063
H 2.0865 5.8643 -4.3233 0.037 0.033 -0.015
H 1.6067 3.6689 -5.3530 -0.041 -0.033 -0.111
H 1.8530 1.6121 -4.0437 -0.021 0.040 -0.069
H 4.9111 2.8393 -0.3629 0.018 -0.011 0.015
H 6.6415 2.5375 1.3481 0.065 0.059 -0.014
H 6.7079 0.4909 2.7180 0.082 -0.007 0.057
H 5.0131 -1.2773 2.3633 -0.003 -0.131 0.090
H 3.2332 -0.9543 0.6919 0.082 -0.048 0.099
C -5.2524 0.8548 4.0167 -0.434 -0.183 0.063
O -3.9622 1.4215 3.9044 0.260 0.493 -0.184
C -3.7748 2.4431 3.0446 0.057 0.295 0.082
C -4.7897 2.9688 2.2484 0.006 -0.039 0.193
C -4.5890 4.1045 1.4903 0.202 0.075 0.043
C -3.3525 4.7328 1.4769 -0.161 0.014 -0.055
C -2.3295 4.2186 2.2413 0.043 -0.324 0.087
C -2.5107 3.0725 3.0150 -0.717 0.101 -0.579
N -1.4641 2.6990 3.8698 0.544 -0.232 0.537
C -1.2056 1.5256 4.4104 -0.051 0.067 -0.088
C -1.6873 0.2736 3.9834 0.223 -0.507 -0.428
C -2.0271 -0.6564 4.9965 -0.039 0.198 -0.091
C -2.6926 -1.8144 4.7102 -0.017 -0.065 0.235
C -2.9631 -2.1298 3.3739 0.113 0.230 -0.046
C -2.5301 -1.3105 2.3625 0.003 -0.033 -0.178
C -1.8792 -0.0840 2.6035 0.374 -0.034 0.182
O -1.4188 0.6654 1.6411 -0.072 0.171 -0.408
H -5.1541 0.0515 4.7419 -0.030 0.028 -0.008
H -5.5868 0.4393 3.0641 0.044 -0.034 -0.033
H -5.9825 1.5866 4.3721 0.068 -0.004 0.002
H -5.7556 2.4915 2.2399 -0.083 0.012 0.071
H -5.4052 4.5135 0.9161 -0.113 0.026 -0.074
H -3.1994 5.6238 0.8914 0.043 0.130 -0.058
H -1.3721 4.7178 2.2622 0.163 0.030 0.054
H -0.9119 3.4871 4.1955 -0.116 -0.182 0.132
H -0.5988 1.5473 5.3114 0.071 0.170 -0.048
H -1.8453 -0.3778 6.0231 0.078 -0.004 0.193
H -3.0159 -2.4733 5.5011 0.020 -0.046 0.080
H -3.5015 -3.0355 3.1363 -0.007 -0.118 -0.051
H -2.6977 -1.5881 1.3369 0.031 -0.086 0.043